Record 1
DFT (wB97M-V/def2-TZVPD) results for a molecular structure, C29H37INO3S3SiV in a non-equilibrium geometry.

Each line ends with the Mulliken spin population.
Element x y z (Å)
C1 -3.138 1.317 0.871  0.00
C2 -3.581 -2.583 -1.992  0.00
H1 1.303 3.951 1.047  0.00
H2 3.650 2.643 -1.190  0.00
C3 -1.835 0.928 1.080  0.03
N1 0.400 1.159 2.003  -0.06
H3 -3.121 -1.802 1.288  0.00
H4 -1.122 -0.229 -2.120  0.00
H5 3.833 1.276 3.174  0.00
C4 -0.953 1.588 1.932  -0.04
H6 3.471 1.106 1.485  0.00
I1 2.890 -1.689 2.731  -0.02
C5 0.345 -3.631 -1.312  -0.01
C6 2.953 0.329 -4.566  0.00
H7 -3.761 0.793 0.161  0.00
H8 3.872 2.703 2.119  0.00
C7 -1.876 -0.903 -1.734  -0.01
H9 -0.887 3.156 3.390  0.00
H10 -0.463 0.571 -4.887  0.00
H11 -3.198 3.861 3.099  0.00
C8 3.718 0.673 -3.290  0.00
C9 -1.168 -3.853 3.443  0.00
H12 -2.213 -4.103 3.252  0.00
H13 -1.101 -3.284 4.365  0.00
H14 2.491 -0.657 -4.491  0.00
H15 -4.177 -3.224 -2.627  0.00
S1 -0.053 2.556 -1.784  0.00
H16 0.872 -3.133 -2.114  0.00
H17 2.267 4.542 2.405  0.00
H18 1.722 4.103 -1.436  0.00
C10 -0.250 -4.847 -1.490  0.01
H19 4.582 0.011 -3.204  0.00
H20 0.510 4.522 2.502  0.00
H21 -2.499 -1.700 -3.623  0.00
H22 -4.489 -3.283 -0.174  0.00
H23 2.370 2.090 -0.123  0.01
Si1 1.585 2.226 2.776  0.00
S2 2.767 0.493 -1.761  0.00
C11 3.342 1.772 2.338  0.00
C12 0.309 -2.965 -0.066  0.00
C13 -0.378 -3.596 1.014  0.05
C14 1.374 3.970 2.138  0.00
C15 -0.949 -4.879 0.786  0.01
C16 -0.907 -5.497 -0.429  0.00
H24 -1.548 2.068 -3.484  0.00
C17 -2.997 -1.802 0.212  -0.01
C18 1.423 2.148 4.619  0.00
H25 -1.454 -5.378 1.599  0.00
C19 2.654 2.193 -1.169  0.00
H26 -0.210 -5.320 -2.463  0.00
C20 -3.640 2.394 1.595  0.00
C21 -0.470 2.240 -3.512  0.00
C22 -2.641 -1.728 -2.551  0.00
V1 0.732 -0.704 1.523  2.05
C23 0.221 1.045 -4.181  0.00
C24 -3.757 -2.618 -0.612  0.00
H27 4.093 1.695 -3.355  0.00
H28 1.536 1.103 4.923  0.00
H29 1.929 3.198 -2.937  0.00
H30 -4.663 2.711 1.447  0.00
H31 3.655 0.285 -5.402  0.00
H32 -0.608 -4.781 3.542  0.00
S3 1.716 1.532 -5.090  0.00
H33 -0.315 3.150 -4.094  0.00
O1 -1.246 -0.164 0.423  0.04
C25 -1.499 2.639 2.669  0.00
H34 2.220 2.723 5.098  0.00
H35 -1.366 -6.464 -0.573  0.00
C26 -0.611 -3.019 2.328  0.00
H36 0.470 2.511 5.003  0.00
H37 0.517 0.319 -3.427  0.00
C27 1.666 3.109 -1.884  0.00
C28 -2.066 -0.962 -0.372  0.01
C29 -2.821 3.038 2.507  0.00
O2 0.927 -1.811 -0.006  -0.04
O3 -0.355 -1.833 2.638  -0.03

Values from the calculation:
**HOMO (spin up / spin down)**: -0.281 / -0.287 Ha
**Frontier orbital gap (spin up / spin down)**: 7.2 / 7.2 eV
**2S+1**: 3

---

Record 2
DFT (wB97M-V/def2-TZVPD) results for 2 unconnected molecules or ions with the total composition CH3FS2 in a non-equilibrium geometry.

Each line ends with the natural charge from an NBO analysis.
Element x y z (Å)
F1 3.154 1.342 3.402  -0.47
C1 -1.834 -1.632 -2.268  -0.45
H1 -2.006 -1.394 -3.294  0.18
S1 2.332 0.852 2.009  0.39
S2 -0.309 -1.586 -1.682  0.07
H2 3.257 0.380 1.232  0.08
H3 -2.783 -2.012 -1.716  0.20

Values from the calculation:
**HOMO**: -0.335 Ha
**Frontier orbital gap**: 8.4 eV
**SMILES**: C=S.FS
**2S+1**: 1

---

Record 3
DFT (wB97M-V/def2-TZVPD) results for a single C9H11OP molecule in a non-equilibrium geometry.

Each line ends with the natural charge from an NBO analysis.
Element x y z (Å)
C1 -0.990 -0.252 -0.826  -0.20
H1 -0.066 -2.729 -3.665  0.22
C2 0.276 1.803 2.541  -0.51
C3 0.269 -1.649 0.807  -0.61
H2 2.217 2.809 2.267  0.24
H3 0.540 1.424 3.557  0.26
C4 -0.418 -2.098 -2.871  -0.21
C5 -1.305 0.057 -2.107  -0.21
H4 1.054 -2.412 1.081  0.27
O1 0.597 -1.015 3.317  -1.04
H5 -0.767 2.136 2.393  0.24
C6 -0.189 -1.369 -0.479  -0.12
H6 0.791 3.703 2.002  0.23
C7 1.187 2.669 1.856  -0.68
C8 -1.075 -0.875 -3.142  -0.23
H7 -1.259 -0.437 -4.193  0.21
H8 0.403 -3.251 -1.308  0.20
C9 0.051 -2.258 -1.549  -0.20
H9 1.117 2.528 0.717  0.24
P1 0.458 -0.286 2.034  1.50
H10 -1.914 0.945 -2.344  0.22
H11 -0.977 0.556 -0.087  0.18

Values from the calculation:
**HOMO (spin up / spin down)**: -0.266 / -0.266 Ha
**Frontier orbital gap (spin up / spin down)**: 6.5 / 6.5 eV
**2S+1**: 1

---

Which value of 2S+1 does entry 1 give?
3

---

Number 3 is which compound?
C9H11OP

---

Number 3 is which compound?
C9H11OP